# H5NOS2Si

A cluster of 2 separate species, H5NOS2Si in total (ωB97M-V with the def2-TZVPD basis set, OMol25).

Properties
**ΔE to the lowest compared entry with this formula, charge and spin**: 65.3 kcal/mol
**Orbital gap**: 7.211 eV
**E_LUMO**: -0.6 eV
**E_HOMO**: -0.2878 Ha

Last columns: bonded neighbours and bond lengths (Å).
Atoms and positions in Å:
1 S -2.28223 0.84591 0.77825  O4 1.602, H10 1.437
2 S 1.64363 1.61435 -0.91113  Si3 2.130, H6 1.466
3 Si 0.71409 -0.29404 -0.73537  S2 2.130, N5 1.709, H8 1.517
4 O -0.93972 1.37957 0.08592  S1 1.602
5 N 1.01973 -1.18376 0.69117  Si3 1.709, H7 1.040, H9 1.007
6 H 0.38877 2.15703 -0.38246  S2 1.466
7 H 0.46181 -1.05186 1.55918  N5 1.040
8 H 0.23880 -1.21803 -1.84092  Si3 1.517
9 H 1.59881 -2.00715 0.72050  N5 1.007
10 H -2.94438 0.87633 -0.49635  S1 1.437